1.
{"formula": "C23H41F5OP2TeTi", "method": "the ωB97M-V functional and the def2-TZVPD basis", "species": ["Ti", "C", "C", "C", "C", "C", "C", "H", "H", "H", "C", "H", "H", "H", "C", "H", "H", "H", "C", "H", "H", "H", "C", "H", "H", "H", "C", "C", "C", "C", "C", "C", "C", "C", "H", "H", "H", "H", "H", "H", "H", "H", "H", "H", "H", "H", "P", "C", "C", "P", "C", "C", "C", "H", "H", "H", "H", "H", "H", "H", "H", "H", "H", "H", "H", "H", "H", "F", "Te", "F", "F", "F", "F", "O"], "xyz": [[-2.3812, 1.3043, 2.4235], [1.9566, 1.6461, -2.1168], [0.6272, 1.8301, -2.5949], [1.1147, 3.5481, -1.1514], [2.2538, 2.7079, -1.2189], [0.1002, 2.9943, -1.9736], [2.8904, 0.5792, -2.5171], [2.3645, -0.2722, -2.9718], [3.4661, 0.1986, -1.6581], [3.6291, 0.9382, -3.2582], [3.5032, 2.9104, -0.4674], [4.3014, 2.2719, -0.8666], [3.3703, 2.6708, 0.6013], [3.8248, 3.9611, -0.5343], [1.0154, 4.7710, -0.3455], [0.1053, 5.3322, -0.5842], [1.8811, 5.4313, -0.5095], [0.9906, 4.5401, 0.7321], [-1.2677, 3.5310, -2.1164], [-1.2398, 4.6293, -2.1964], [-1.9019, 3.2954, -1.2446], [-1.7615, 3.1328, -3.0113], [-0.0731, 0.9681, -3.5629], [-0.8613, 1.5282, -4.0897], [-0.5578, 0.1054, -3.0718], [0.6229, 0.5649, -4.3135], [2.6641, -2.6734, -1.4297], [1.7932, -3.3967, -2.1469], [0.5938, -4.1824, -1.6911], [0.0062, -3.9189, -0.2928], [-0.6411, -2.5136, -0.2966], [0.3820, -1.5342, -0.5337], [1.5054, -1.2895, 0.3607], [2.6294, -2.3159, 0.0319], [0.8230, -5.2502, -1.7363], [0.7870, -3.9478, 0.4893], [-0.1958, -4.0271, -2.4347], [2.4957, -3.1911, 0.6899], [3.5801, -2.3458, -1.9355], [2.0045, -3.5362, -3.2162], [3.5914, -1.8422, 0.2657], [1.8699, -0.2416, 0.2452], [0.3099, -0.8820, -1.4157], [1.2818, -1.3367, 1.4417], [-0.7486, -4.6869, -0.0664], [-1.4635, -2.4737, -1.0459], [-1.7637, -2.0689, 1.3202], [-1.0902, -3.2766, 2.4969], [-3.4221, -2.6739, 0.9411], [-1.3047, 0.1740, 0.8373], [-1.8786, -0.6998, 2.4837], [-2.5531, 0.0835, -0.5795], [-3.6871, 1.0921, 4.0487], [-0.1597, -2.9074, 2.9476], [-0.8999, -4.2516, 2.0349], [-1.8232, -3.4370, 3.2949], [-3.7952, -3.2115, 1.8201], [-3.3550, -3.3770, 0.0998], [-4.1002, -1.8541, 0.6892], [-4.0903, 0.1008, 4.2992], [-4.5298, 1.7851, 3.8734], [-3.1127, 1.4757, 4.9206], [-1.0951, -0.6803, 3.2621], [-2.9499, -0.6448, 2.7967], [-2.4336, 1.0245, -1.1435], [-3.5775, 0.0642, -0.1893], [-2.4038, -0.7431, -1.2940], [0.8977, 3.9750, 2.7666], [1.0717, 2.1052, 3.3738], [2.9984, 2.0870, 2.9028], [-3.2652, 2.3702, 1.2177], [0.9749, 1.7959, 1.4798], [1.0616, 0.1171, 3.4336], [-0.9553, 2.0434, 3.2004]], "forces_ev_per_angstrom": [[-0.244, 6.894, 2.652], [1.447, 1.836, 2.070], [-1.278, 1.726, 0.918], [-1.013, -0.073, -0.275], [0.245, -2.530, -1.616], [0.425, -1.100, -0.483], [0.620, -0.545, -0.334], [0.158, 0.141, 0.055], [-0.106, 0.096, -0.247], [-0.221, -0.192, 0.215], [0.538, 0.077, 0.310], [-0.074, 0.229, 0.144], [0.073, 0.134, -0.274], [0.048, -0.310, 0.076], [-0.154, 0.556, 0.229], [0.196, -0.063, 0.074], [-0.173, -0.191, 0.056], [0.068, -0.002, -0.291], [-0.528, 0.422, -0.063], [-0.200, -0.336, -0.052], [0.063, 0.106, -0.175], [0.008, 0.172, 0.162], [-0.259, -0.227, -0.598], [0.231, -0.296, 0.154], [0.010, 0.070, -0.192], [-0.241, 0.060, 0.161], [0.361, -0.485, -0.663], [0.234, -0.041, 0.114], [-0.319, -0.186, 0.197], [0.189, 0.149, 0.019], [-2.202, -1.118, 0.402], [-0.403, 2.292, 0.422], [1.206, 0.828, 0.853], [0.181, 0.073, 0.467], [0.179, 0.004, -0.150], [-0.566, -0.205, -0.422], [-0.061, -0.106, 0.068], [0.388, 0.314, -0.372], [-0.564, 0.063, -0.036], [-0.004, 0.125, 0.465], [-0.365, -0.185, 0.239], [-0.245, -0.641, -0.318], [0.163, -0.349, 0.175], [-0.260, -0.305, -0.412], [0.201, 0.263, -0.097], [0.871, -0.127, 0.101], [1.902, -2.588, 0.667], [0.218, -0.738, -0.087], [-0.053, 0.113, -0.306], [2.482, 0.093, -3.265], [-1.040, -1.936, -1.087], [-0.812, -0.316, 0.359], [-0.328, -0.423, 0.580], [-0.177, -0.001, -0.159], [-0.006, 0.234, 0.140], [0.078, 0.251, -0.074], [0.094, 0.184, -0.133], [-0.095, 0.206, 0.184], [0.064, -0.246, -0.019], [-0.104, 0.364, 0.196], [0.314, -0.251, -0.106], [-0.272, -0.314, -0.529], [-0.147, 0.044, -0.455], [0.340, 0.085, 0.214], [0.174, -0.145, 0.528], [0.080, 0.119, -0.409], [-0.032, 0.268, 0.451], [0.171, -0.781, 0.320], [1.319, 1.546, -0.762], [-0.866, -0.075, 0.242], [0.376, -0.810, 0.630], [-0.087, -0.172, 0.603], [-0.347, -0.530, -0.379], [-1.871, -1.197, -1.074]], "lowdin_charge": [0.719, -0.210, -0.197, -0.168, -0.203, -0.209, -0.056, 0.062, 0.073, 0.103, -0.023, 0.080, 0.070, 0.093, -0.001, 0.082, 0.101, 0.073, -0.050, 0.086, 0.072, 0.072, -0.036, 0.085, 0.060, 0.090, -0.095, -0.082, -0.168, -0.171, -0.352, -0.022, -0.176, -0.134, 0.129, 0.108, 0.123, 0.116, 0.119, 0.125, 0.131, 0.127, 0.118, 0.110, 0.123, 0.107, 0.794, -0.169, -0.140, 0.920, -0.506, -0.255, -0.182, 0.077, 0.053, 0.078, 0.080, 0.078, 0.061, 0.002, 0.026, 0.029, 0.090, 0.060, 0.047, 0.042, 0.038, -0.521, 1.938, -0.537, -0.391, -0.471, -0.557, -0.686], "multiplicity": 2, "homo_lumo_gap_ev": [3.04, 3.01], "e_tot_ha": -3275.36325, "charge": 1}



2.
{"formula": "C23H41FeN2P3Se", "method": "the ωB97M-V functional and the def2-TZVPD basis", "species": ["Fe", "P", "P", "P", "H", "C", "C", "H", "C", "C", "C", "C", "C", "C", "C", "C", "C", "H", "H", "H", "H", "H", "H", "H", "H", "H", "H", "H", "H", "H", "H", "H", "H", "H", "H", "H", "H", "H", "H", "H", "H", "H", "H", "H", "H", "H", "C", "C", "C", "C", "C", "C", "Se", "H", "H", "H", "H", "H", "H", "N", "C", "C", "C", "C", "N", "C", "C", "H", "H", "H", "H"], "xyz": [[-0.3299, -0.9258, 0.0987], [0.6529, -0.3979, 2.1161], [-2.2945, 0.1065, 0.7872], [1.7449, -1.4328, -0.7958], [-0.9779, 1.4918, -1.2761], [-0.3604, 0.6088, -1.4517], [-1.0062, -0.6049, -1.9313], [-2.0816, -0.5989, -2.0858], [1.3886, 1.2946, 2.3657], [-0.3266, -0.4783, 3.6954], [2.0919, -1.3796, 2.7698], [-3.6067, 0.4381, -0.4752], [-3.4165, -0.5697, 2.1023], [-2.1073, 1.8392, 1.4132], [1.8905, -1.6387, -2.6296], [2.7064, -2.9417, -0.3137], [3.0648, -0.1521, -0.5890], [0.5963, 0.8990, -1.8899], [-0.5105, -1.1925, -2.6990], [1.8193, 1.4156, 3.3677], [0.6169, 2.0521, 2.2107], [2.1661, 1.4626, 1.6166], [0.3033, -0.2283, 4.5569], [-0.7180, -1.4923, 3.8224], [-1.1708, 0.2140, 3.6724], [2.3926, -1.0117, 3.7576], [2.9525, -1.3086, 2.1010], [1.8055, -2.4317, 2.8533], [-4.4405, 0.9702, -0.0049], [-3.9718, -0.5055, -0.8899], [-3.2106, 1.0468, -1.2916], [-4.0588, 0.2247, 2.4989], [-2.8464, -1.0124, 2.9194], [-4.0511, -1.3434, 1.6653], [-3.0832, 2.3200, 1.5441], [-1.5102, 2.4095, 0.6975], [-1.5851, 1.8416, 2.3725], [2.9379, -1.8187, -2.8943], [1.5430, -0.7388, -3.1427], [1.2851, -2.4846, -2.9650], [3.6982, -2.9304, -0.7796], [2.1735, -3.8354, -0.6492], [2.8213, -2.9999, 0.7692], [3.9628, -0.4104, -1.1616], [3.3365, -0.0494, 0.4637], [2.6739, 0.8081, -0.9354], [1.5409, 5.1646, -1.4608], [0.6718, 4.4602, -2.3005], [0.3812, 4.9575, -3.5703], [0.9498, 6.1525, -4.0117], [1.8162, 6.8516, -3.1703], [2.1137, 6.3639, -1.8990], [1.9920, 4.5467, 0.3022], [1.1588, 3.3356, 0.2203], [0.2227, 3.5287, -1.9687], [-0.2950, 4.4035, -4.2157], [0.7201, 6.5354, -5.0014], [2.2658, 7.7835, -3.5018], [2.7899, 6.9167, -1.2525], [-2.7540, -7.8156, 0.8658], [-2.3757, -6.7405, 0.7461], [-1.9001, -5.3886, 0.5956], [-1.9629, -4.5319, 1.6847], [-1.4750, -3.2427, 1.5507], [-0.9359, -2.8149, 0.3823], [-0.8672, -3.6531, -0.6917], [-1.3431, -4.9585, -0.6055], [-2.3885, -4.8548, 2.6279], [-1.5514, -2.5993, 2.3740], [-0.4538, -3.3102, -1.6246], [-1.2802, -5.6194, -1.4615]], "forces_ev_per_angstrom": [[-0.674, 0.080, -1.228], [2.161, 1.294, 4.087], [-3.671, 1.889, 1.279], [3.972, -1.068, -1.573], [-0.067, -0.404, 0.484], [-1.309, -1.600, -2.043], [0.856, 2.879, -0.375], [0.092, -0.194, 0.584], [-0.259, -0.009, -0.596], [-0.446, -0.069, -0.481], [-0.120, -0.224, -0.623], [0.353, -0.205, -0.147], [0.387, -0.230, -0.094], [0.436, -0.257, -0.043], [-0.368, 0.142, 0.150], [-0.444, 0.064, 0.227], [-0.438, 0.102, 0.244], [0.097, -0.435, 0.421], [0.206, -0.187, 0.522], [-0.174, -0.221, -0.226], [0.032, -0.029, 0.135], [0.035, -0.046, 0.120], [0.007, -0.077, -0.329], [0.112, 0.187, 0.189], [0.104, -0.103, 0.082], [-0.248, 0.034, -0.233], [-0.093, -0.043, 0.151], [0.081, 0.066, 0.049], [0.200, -0.127, -0.010], [-0.037, 0.112, 0.050], [-0.143, -0.002, 0.076], [0.168, -0.109, -0.141], [-0.227, 0.110, 0.015], [0.048, 0.012, 0.023], [0.178, -0.199, -0.095], [-0.093, 0.116, 0.087], [-0.112, 0.085, -0.083], [-0.209, 0.005, 0.130], [0.116, -0.113, -0.047], [0.142, 0.035, -0.048], [-0.235, 0.105, 0.043], [0.057, 0.052, 0.038], [0.032, -0.091, -0.139], [-0.272, -0.030, 0.083], [0.063, 0.005, -0.151], [0.167, 0.014, -0.012], [0.373, -0.616, 1.577], [-0.751, -0.266, -1.200], [-0.185, -0.988, 0.930], [0.135, 0.188, 0.038], [0.477, 0.122, 0.821], [0.364, 1.083, -0.712], [-0.372, 0.679, -1.624], [0.009, 0.077, -0.064], [0.036, 0.141, -0.074], [0.110, 0.108, 0.101], [0.029, -0.040, 0.122], [-0.069, -0.154, 0.074], [-0.079, -0.024, -0.118], [-0.062, -0.193, 0.039], [0.078, 0.371, -0.205], [0.021, -0.574, 0.070], [0.082, 0.489, 0.192], [0.049, -1.667, -1.803], [-0.379, -0.943, -0.647], [-0.814, -1.005, 1.404], [0.246, 0.543, -0.193], [0.036, -0.017, -0.100], [0.131, 1.030, 0.700], [0.102, 0.318, 0.042], [-0.031, 0.022, 0.074]], "lowdin_charge": [0.250, 0.800, 0.805, 0.790, 0.039, -0.209, -0.167, 0.058, -0.238, -0.229, -0.228, -0.229, -0.220, -0.232, -0.227, -0.211, -0.229, 0.046, 0.053, 0.077, 0.014, 0.015, 0.075, 0.042, 0.030, 0.073, 0.026, 0.059, 0.073, 0.063, 0.049, 0.074, 0.015, 0.064, 0.073, 0.027, 0.026, 0.073, 0.050, 0.052, 0.072, 0.053, 0.026, 0.073, 0.023, 0.033, -0.520, -0.086, -0.012, 0.030, 0.003, -0.066, 1.167, -0.136, 0.082, 0.130, 0.143, 0.139, 0.126, 0.243, -0.131, -0.167, 0.048, -0.089, -0.072, -0.083, 0.051, 0.148, 0.058, 0.094, 0.145], "multiplicity": 6, "homo_lumo_gap_ev": [7.35, 5.69], "e_tot_ha": -5698.63970, "charge": 3}



3.
{"formula": "C23H41MnN2OP3", "method": "the ωB97M-V functional and the def2-TZVPD basis", "species": ["Mn", "P", "P", "P", "H", "C", "C", "H", "C", "C", "C", "C", "C", "C", "C", "C", "C", "H", "H", "H", "H", "H", "H", "H", "H", "H", "H", "H", "H", "H", "H", "H", "H", "H", "H", "H", "H", "H", "H", "H", "H", "H", "H", "H", "H", "H", "C", "C", "C", "C", "C", "C", "O", "H", "H", "H", "H", "H", "H", "N", "C", "C", "C", "C", "N", "C", "C", "H", "H", "H", "H"], "xyz": [[0.0504, -0.7344, 0.2338], [-0.3149, -1.7028, 2.5746], [1.7092, -1.8592, -0.8543], [-2.4150, -0.2984, -0.1291], [1.1672, 3.6082, -0.2472], [0.2888, 3.8925, -0.8581], [-0.9219, 4.1409, -0.3351], [-0.9334, 4.3198, 0.7290], [1.0762, -1.5940, 3.7642], [-0.6773, -3.4612, 2.2554], [-1.7247, -0.9865, 3.5334], [2.7406, -1.0161, -2.0680], [2.7635, -2.6870, 0.3917], [0.6580, -3.0748, -1.6386], [-3.2088, 0.9075, 1.0238], [-3.1967, -1.9118, 0.1466], [-3.1478, 0.2876, -1.6892], [0.4047, 3.9331, -1.9385], [-1.8485, 4.3824, -0.8840], [1.1488, -0.5830, 4.1992], [2.0282, -1.7554, 3.2454], [0.9925, -2.3416, 4.5758], [0.1096, -3.8910, 1.6155], [-1.6480, -3.5851, 1.7473], [-0.6779, -3.9663, 3.2295], [-1.5806, 0.0978, 3.6731], [-1.7756, -1.4726, 4.5210], [-2.6835, -1.1309, 3.0154], [2.8740, -1.6380, -2.9657], [3.7039, -0.8279, -1.5772], [2.2783, -0.0677, -2.3693], [3.0721, -3.6918, 0.0702], [2.2701, -2.8015, 1.3700], [3.6691, -2.0913, 0.5687], [1.2743, -3.8261, -2.1438], [0.0349, -2.5544, -2.3813], [-0.0113, -3.5705, -0.9149], [-4.3077, 0.8588, 0.9625], [-2.8838, 1.9317, 0.7826], [-2.8990, 0.6737, 2.0468], [-4.1506, -1.9785, -0.3920], [-3.3620, -2.0319, 1.2249], [-2.5128, -2.6892, -0.2221], [-4.1707, -0.1013, -1.7496], [-2.5789, -0.0850, -2.5474], [-3.1884, 1.3864, -1.7217], [-0.0672, 1.0405, -3.5688], [0.7735, 0.6964, -4.6327], [0.4315, 1.1100, -5.9369], [-0.7150, 1.8535, -6.1929], [-1.5607, 2.1573, -5.1364], [-1.1820, 1.8205, -3.8497], [-0.0222, 0.3118, -2.3518], [-0.2004, 0.9328, -1.5806], [1.6381, 0.0124, -4.5424], [1.0304, 0.8469, -6.8102], [-1.0395, 2.1349, -7.1887], [-2.5507, 2.5988, -5.2439], [-1.8061, 2.0467, -3.0029], [4.0126, 2.0260, 6.1430], [3.4358, 1.9083, 5.1283], [2.7340, 1.7355, 3.8907], [1.3832, 2.0376, 3.7499], [0.7228, 1.6627, 2.5903], [1.2804, 0.8705, 1.6430], [2.6387, 0.8133, 1.6648], [3.3848, 1.1528, 2.7986], [0.8423, 2.4715, 4.5823], [-0.2707, 2.0357, 2.3712], [3.1577, 0.4217, 0.7591], [4.4539, 0.8889, 2.8436]], "forces_ev_per_angstrom": [[-1.016, 1.923, 1.578], [-0.160, 0.377, -0.787], [0.406, -0.372, 1.577], [-0.102, 0.866, 0.719], [-0.612, 0.610, -0.374], [-0.699, -0.572, -0.199], [0.725, 0.382, 0.055], [-0.488, -0.355, 0.326], [0.315, -0.154, -0.019], [0.054, -0.067, 0.503], [0.078, -0.227, -0.059], [0.253, -0.054, -0.339], [0.475, -0.503, -0.083], [-0.146, -0.574, -0.650], [0.082, -0.273, 0.116], [-0.106, -0.074, -0.071], [0.065, -0.130, -0.477], [0.257, -0.183, 0.027], [0.791, -0.071, 0.103], [-0.314, -0.449, -0.153], [-0.181, -0.118, 0.110], [-0.110, 0.369, -0.391], [-0.225, 0.111, 0.323], [0.401, 0.064, 0.358], [-0.158, -0.266, -0.354], [0.103, -0.460, 0.027], [0.005, 0.170, -0.310], [0.370, -0.104, 0.264], [0.222, 0.109, 0.321], [-0.101, 0.007, -0.397], [0.282, -0.331, 0.284], [0.047, 0.275, -0.017], [-0.054, 0.130, -0.565], [-0.181, -0.134, -0.128], [-0.276, -0.074, -0.031], [0.143, -0.235, 0.105], [0.374, 0.160, -0.206], [0.360, -0.033, -0.038], [-0.043, -0.377, 0.001], [-0.198, 0.233, -0.251], [0.175, -0.078, 0.268], [-0.031, -0.183, -0.355], [-0.361, 0.062, 0.144], [0.142, 0.176, -0.029], [-0.239, -0.005, 0.080], [-0.007, -0.375, 0.167], [-0.553, -1.223, 0.233], [0.512, -1.117, 1.499], [-1.003, 1.380, -2.166], [-0.279, -0.100, -0.235], [-0.238, 0.619, -1.608], [1.098, -1.044, 2.743], [0.335, 2.077, 0.051], [0.087, -0.424, -1.304], [-0.591, 0.562, 0.250], [0.136, -0.134, 0.458], [0.376, -0.163, -0.037], [0.291, 0.094, -0.377], [-0.236, 0.279, -0.051], [-1.459, -0.320, -2.545], [1.394, 0.516, 2.537], [0.103, -0.766, -0.388], [-0.163, 0.082, 0.140], [0.207, -0.514, -0.137], [0.878, 1.652, -0.976], [-0.120, -0.830, 0.349], [0.362, -0.173, -0.521], [0.007, 0.339, -0.233], [-0.283, -0.475, 0.316], [-0.573, 0.041, 0.916], [-0.602, 0.448, -0.085]], "lowdin_charge": [0.363, 0.798, 0.727, 0.786, 0.059, -0.073, -0.068, 0.047, -0.222, -0.239, -0.230, -0.221, -0.219, -0.245, -0.226, -0.245, -0.252, 0.041, 0.068, 0.043, 0.033, 0.083, 0.039, 0.040, 0.069, 0.044, 0.078, 0.026, 0.073, 0.064, 0.019, 0.073, 0.015, 0.056, 0.075, 0.053, 0.050, 0.080, 0.043, 0.005, 0.070, 0.041, 0.037, 0.072, 0.038, 0.050, -0.219, 0.122, 0.070, 0.017, 0.077, 0.059, -0.093, 0.085, 0.147, 0.156, 0.145, 0.160, 0.104, 0.232, -0.127, -0.204, 0.007, -0.142, -0.026, -0.117, 0.020, 0.142, 0.110, 0.111, 0.148], "multiplicity": 5, "homo_lumo_gap_ev": [7.33, 3.77], "e_tot_ha": -3259.67331, "charge": 3}



Question: Among the records above, which one has the lowest charge?
Answer: C23H41F5OP2TeTi